Entry from OMol25: a molecular structure, C17H15CrF5N3O4S (the ωB97M-V functional and the def2-TZVPD basis).

Properties
Energy above the lowest of the compared OMol25 structures with the same formula, charge and spin in kcal per mole: 0.0
Spin multiplicity: 2

Atoms and positions in Å:
H (-0.628, 0.721, -4.017)
H (1.455, 2.038, 0.601)
F (-2.888, -4.508, 2.673)
H (-0.077, -0.912, -2.523)
C (-3.435, -3.103, -0.606)
H (0.117, 3.052, -3.735)
H (2.140, -1.500, 4.266)
C (-0.965, -0.682, 2.186)
H (0.743, 4.015, -0.437)
C (0.493, 3.054, -0.890)
O (-1.406, 0.062, 0.015)
F (-0.380, -3.874, 1.999)
C (-1.160, -1.115, 3.485)
H (-1.099, 1.375, -2.460)
C (0.705, 2.239, -3.303)
C (2.590, -0.594, 1.566)
C (-1.353, -3.620, 1.116)
F (-4.439, -2.835, -1.440)
O (-3.181, -0.377, 1.334)
H (-0.158, 2.149, 0.833)
C (-3.694, -3.695, 0.618)
O (3.704, -0.766, 1.984)
S (0.589, -2.558, -0.526)
F (-4.942, -4.000, 0.967)
H (-0.149, -1.772, 5.256)
H (1.357, -0.197, -2.704)
O (2.270, -0.114, 0.373)
C (-0.240, 1.073, -3.060)
H (-0.541, 3.124, -1.230)
N (0.259, -0.561, 1.701)
C (-0.032, -1.416, 4.241)
C (-2.136, -2.783, -0.945)
Cr (0.468, -0.164, -0.235)
C (-1.994, -0.323, 1.134)
C (-1.054, -3.017, -0.103)
H (1.997, 3.639, -2.327)
F (-1.941, -2.175, -2.130)
C (1.246, -1.273, 3.704)
N (0.556, 1.984, 0.129)
C (1.349, -0.833, 2.400)
C (-2.646, -3.956, 1.480)
H (2.170, 2.013, -1.721)
H (1.443, 1.959, -4.060)
H (-2.164, -1.224, 3.871)
N (0.418, -0.038, -2.342)
C (1.431, 2.747, -2.057)